Below is one molecule with the formula C23H24N2O4S, with properties calculated with the ωB97M-V functional and the def2-TZVPD basis.

DFT total energy ... -46245.878 eV
Orbital gap ... 9.6 eV
Max |F| ... 0.731 eV/A
Energy relative to the best compared isomer or geometry (same formula, charge and spin) ... 38.6 kcal/mol
LUMO energy ... 0.62 eV

Last columns: bonded neighbours and bond lengths (Å).
Geometry (Å):
1 C 2.27069 -1.11926 -5.93447  C2 1.498, H52 1.091, H53 1.087, H54 1.087
2 C 1.64565 -1.26990 -4.58172  C1 1.498, C3 1.391, C7 1.388
3 C 1.57316 -0.18884 -3.71001  C2 1.391, C4 1.382, H51 1.080
4 C 0.98131 -0.31562 -2.46794  C3 1.382, C5 1.395, H50 1.082
5 C 0.44630 -1.53862 -2.06303  C4 1.395, C6 1.386, C10 1.511
6 C 0.51233 -2.61723 -2.93117  C5 1.386, C7 1.384, H9 1.078
7 C 1.10260 -2.48084 -4.17508  C2 1.388, C6 1.384, H8 1.080
8 H 1.14325 -3.33234 -4.83889  C7 1.080
9 H 0.09103 -3.56071 -2.62434  C6 1.078
10 C -0.16388 -1.68848 -0.68852  C5 1.511, C11 1.533, C25 1.544, O48 1.418
11 C -1.20204 -0.60234 -0.38304  C10 1.533, C12 1.389, C16 1.390
12 C -1.64234 -0.40287 0.91915  C11 1.389, C13 1.383, H24 1.079
13 C -2.66345 0.48996 1.18996  C12 1.383, C14 1.387, H23 1.080
14 C -3.27193 1.21144 0.17386  C13 1.387, C15 1.389, C19 1.498
15 C -2.84313 0.99381 -1.12977  C14 1.389, C16 1.382, H18 1.081
16 C -1.83433 0.09188 -1.40830  C11 1.390, C15 1.382, H17 1.079
17 H -1.54868 -0.08077 -2.43419  C16 1.079
18 H -3.31639 1.52726 -1.94172  C15 1.081
19 C -4.35934 2.20068 0.46400  C14 1.498, H20 1.090, H21 1.088, H22 1.087
20 H -3.97798 3.21739 0.36392  C19 1.090
21 H -5.18118 2.08521 -0.23975  C19 1.088
22 H -4.74147 2.07511 1.47409  C19 1.087
23 H -2.99647 0.61613 2.20947  C13 1.080
24 H -1.19312 -0.94803 1.73541  C12 1.079
25 C 0.92855 -1.66758 0.40265  C10 1.544, O26 1.222, N27 1.344
26 O 0.70838 -2.11946 1.51696  C25 1.222
27 N 2.15204 -1.23769 0.05134  C25 1.344, N28 1.395, H47 1.012
28 N 3.16881 -1.10267 0.99652  N27 1.395, H29 1.017, S30 1.710
29 H 2.97884 -1.72476 1.77781  N28 1.017
30 S 3.31656 0.53032 1.48151  N28 1.710, O31 1.429, O32 1.434, C33 1.785
31 O 4.44364 0.59166 2.35703  S30 1.429
32 O 3.32778 1.26720 0.25186  S30 1.434
33 C 1.82210 0.90978 2.38175  S30 1.785, C34 1.379, C38 1.381
34 C 0.87899 1.74070 1.81562  C33 1.379, C35 1.385, H46 1.078
35 C -0.26031 2.05651 2.53624  C34 1.385, C36 1.390, H45 1.079
36 C -0.46015 1.53151 3.80753  C35 1.390, C37 1.394, C41 1.497
37 C 0.50288 0.68240 4.34966  C36 1.394, C38 1.382, H40 1.080
38 C 1.64896 0.37339 3.64283  C33 1.381, C37 1.382, H39 1.079
39 H 2.41539 -0.26184 4.05786  C38 1.079
40 H 0.35151 0.26880 5.33563  C37 1.080
41 C -1.68388 1.86975 4.60068  C36 1.497, H42 1.089, H43 1.087, H44 1.089
42 H -1.40397 2.35062 5.53687  C41 1.089
43 H -2.33603 2.53994 4.04737  C41 1.087
44 H -2.23562 0.96416 4.84911  C41 1.089
45 H -0.99784 2.71585 2.10449  C35 1.079
46 H 1.05714 2.14046 0.83006  C34 1.078
47 H 2.34580 -0.76290 -0.82137  N27 1.012
48 O -0.80861 -2.94658 -0.57941  C10 1.418, H49 0.968
49 H -0.86159 -3.15249 0.36508  O48 0.968
50 H 0.91891 0.54735 -1.81816  C4 1.082
51 H 1.98563 0.76481 -4.00551  C3 1.080
52 H 1.52567 -0.77402 -6.65219  C1 1.091
53 H 3.07609 -0.38898 -5.90947  C1 1.087
54 H 2.66378 -2.06925 -6.28824  C1 1.087

Mulliken atomic charge list, values in e, 6 entries:
1. C -1.494
2. C 0.881
3. C -1.040
4. C -0.277
5. C -0.678
6. C -0.961